[1]
10
Properties=species:S:1:pos:R:3:forces:R:3 method="wB97M-V/def2-TZVPD" charge=+1 largest_force_ev_per_a=2.609 e_tot_ha=-313.91006 relative_energy_kj_mol=170.9
C -0.988933 -0.093958 0.159411 -0.968 1.028 1.248
N 2.734148 0.203089 0.893512 -0.964 0.111 -1.739
N -1.279791 0.771554 0.891619 0.141 1.549 0.513
N 1.971886 0.353081 0.077706 0.568 0.590 1.610
N -1.058196 -1.264072 -0.335745 0.783 -0.331 -0.139
N 0.967425 0.399799 -0.671701 0.675 -2.374 0.845
H -1.099675 1.760461 1.151801 -0.345 -1.233 -0.551
H -1.888030 -1.662590 -0.726599 -0.330 -0.274 -0.161
H -0.153972 -1.697311 -0.287560 -0.031 -0.967 -0.668
H 0.795136 1.229951 -1.152444 0.471 1.901 -0.958

[2]
11
Properties=species:S:1:pos:R:3:forces:R:3 method="wB97M-V/def2-TZVPD" charge=0 largest_force_ev_per_a=8.950 e_tot_ha=-368.84486 relative_energy_kj_mol=342.0
C -0.361381 -0.585222 0.409282 2.694 0.039 -0.911
H 1.999072 1.532373 0.527705 -5.699 1.033 -1.604
H 0.203586 2.312723 -0.062501 -0.619 1.881 -1.368
H -1.378113 -2.232017 -0.332022 0.557 3.437 -1.235
H 0.191056 -0.115736 2.119286 -0.241 -2.594 -1.145
N 0.708973 1.552833 0.247907 6.942 -5.220 2.162
N 0.475981 0.247599 -0.391926 -0.308 5.324 0.932
N 0.102515 0.255297 -1.785093 -2.232 -4.406 3.738
N -0.706247 -0.782701 -1.755314 0.520 2.105 -3.837
N -1.073041 -1.169358 -0.547870 -1.304 -4.671 0.315
N -0.162400 -1.015792 1.570547 -0.310 3.072 2.952

[3]
7
Properties=species:S:1:pos:R:3:forces:R:3 method="wB97M-V/def2-TZVPD" charge=-1 largest_force_ev_per_a=3.898 e_tot_ha=-170.42493 relative_energy_kj_mol=144.7
O 1.144946 -1.168146 0.834231 0.588 -0.712 -2.407
H 1.080952 -1.213389 1.740011 -0.199 -0.209 3.374
C -0.330405 0.175840 -0.651044 -1.747 1.559 1.804
N -0.866109 1.359331 -0.795006 0.425 -2.202 -3.189
H -0.364719 -0.418788 -1.539981 0.025 -0.306 -1.494
H 0.218247 -0.628972 0.403763 0.703 0.865 -0.657
H -0.882912 1.894125 0.008027 0.206 1.005 2.569

[4]
7
Properties=species:S:1:pos:R:3:forces:R:3 method="wB97M-V/def2-TZVPD" charge=-1 largest_force_ev_per_a=1.178 e_tot_ha=-170.47488 relative_energy_kj_mol=13.5
N -0.543650 0.728167 -0.293859 -0.417 -0.177 0.185
C 0.123553 -0.571024 0.163394 0.598 0.012 -1.014
O 1.304704 -0.799085 -0.419862 -0.230 0.141 0.088
H -0.485259 1.415806 0.446349 0.228 0.144 -0.005
H 0.027539 1.056673 -1.063483 0.181 -0.031 0.023
H 0.210619 -0.480302 1.266026 -0.382 -0.073 0.364
H -0.637508 -1.350238 -0.098566 0.023 -0.016 0.359

[5]
8
Properties=species:S:1:pos:R:3:forces:R:3 method="wB97M-V/def2-TZVPD" spin_multiplicity=2 charge=0 largest_force_ev_per_a=2.115 e_tot_ha=-245.67321 relative_energy_kj_mol=32.2
O -0.786130 -1.586483 -1.578738 -0.042 -0.408 -0.614
H -0.400896 -0.709061 -1.588181 -0.016 0.039 -0.188
C -0.302993 0.490650 0.318766 1.437 1.137 1.058
N 0.850464 1.219301 0.597616 -1.341 -0.036 -0.963
O -0.504280 -0.523413 0.873584 -0.939 -1.414 0.194
H -0.816082 -1.809471 -0.647273 -0.077 -0.047 0.077
H 1.353045 0.726110 1.321476 0.257 0.564 0.402
H 0.606869 2.192365 0.702752 0.721 0.165 0.035

[6]
8
Properties=species:S:1:pos:R:3:forces:R:3 method="wB97M-V/def2-TZVPD" charge=+1 largest_force_ev_per_a=3.720 e_tot_ha=-245.21057 relative_energy_kj_mol=711.5
C -0.356533 -0.444071 0.045181 -3.560 -1.014 0.371
N 0.440683 0.632180 0.208242 0.496 1.281 0.886
O 1.012451 2.585422 0.772960 1.171 -0.500 -1.361
O -0.040442 1.671164 0.675417 0.692 -1.245 0.051
H -1.344505 -0.628119 0.572697 1.199 0.951 -0.245
H -0.589509 -0.286954 -1.000896 -0.484 0.022 -1.232
H 0.190852 -1.332225 -0.030842 1.357 -1.219 0.194
H 1.705655 2.032754 0.218853 -0.870 1.724 1.338